# 1
{"formula": "C4H11BClF4IrMo", "method": "ωB97M-V/def2-TZVPD", "species": ["Ir", "Cl", "C", "C", "H", "H", "H", "H", "H", "H", "Mo", "C", "C", "H", "H", "H", "H", "H", "F", "B", "F", "F", "F"], "positions_angstrom": [[0.6446, 1.4761, -1.4715], [1.2666, -0.6275, -2.3544], [0.9089, 3.1238, -0.3721], [-0.6607, 2.1629, -2.8511], [0.2652, 3.9545, -0.7207], [0.7392, 2.9775, 0.7038], [1.9700, 3.3796, -0.5427], [-0.8722, 3.2262, -2.5883], [-1.6109, 1.6017, -2.8532], [-0.2083, 2.0675, -3.8667], [0.0917, -0.2745, -0.1013], [1.5774, -0.2196, 1.2458], [-1.5881, 0.1158, 0.7273], [1.5598, 0.7242, 1.8055], [1.2578, -1.0453, 1.9107], [2.5558, -0.4775, 0.8182], [-2.4764, -0.4350, 0.3506], [-1.8783, 0.7070, 1.6141], [-0.0581, -3.5139, 0.8892], [-0.7171, -4.5000, 1.7095], [-2.0749, -4.1043, 1.9016], [-0.6473, -5.7802, 1.0808], [-0.0447, -4.5393, 2.9651]], "spin_multiplicity": 7, "s_squared": 12.022, "e_tot_ha": -1215.85426, "e_homo_ev": [-8.771, -10.258], "homo_lumo_gap_ha": [0.232, 0.195], "fmax_ha_per_bohr": 0.122}

***

# 2
{"formula": "C4H11BN3", "method": "ωB97M-V/def2-TZVPD", "species": ["B", "C", "C", "C", "C", "N", "N", "N", "H", "H", "H", "H", "H", "H", "H", "H", "H", "H", "H"], "positions_angstrom": [[-1.1197, -0.8195, 0.5262], [-0.3243, 1.3660, 0.1098], [0.4344, -1.5758, -0.1647], [-2.6488, 1.4413, 0.8485], [2.5687, -0.5709, -1.0467], [0.8111, 0.9421, -0.2393], [-1.3637, 0.6404, 0.6366], [1.3216, -0.3495, -0.1770], [0.7189, -2.4210, 0.3449], [-1.9429, -1.7355, 0.7366], [-0.5403, 2.3615, -0.2373], [0.1179, -1.9271, -1.1850], [-3.5379, 0.8675, 0.7189], [-2.5197, 1.5817, 1.9138], [-2.5581, 2.4174, 0.4294], [2.9512, 0.4390, -1.2974], [3.4222, -1.1115, -0.5294], [2.4748, -1.0371, -2.0830], [1.7346, -0.5092, 0.6951]], "smiles": "CN1BC[N@@H+](C)N=C1", "charge": 1, "e_tot_ha": -347.78591, "e_homo_ev": -14.267, "homo_lumo_gap_ha": 0.386, "e_above_lowest_kj_mol": 0.0, "fmax_ha_per_bohr": 0.145}

***

# 3
{"formula": "C4H11BO3", "method": "ωB97M-V/def2-TZVPD", "species": ["B", "C", "C", "C", "C", "O", "O", "O", "H", "H", "H", "H", "H", "H", "H", "H", "H", "H", "H"], "positions_angstrom": [[0.0265, 1.3161, 0.7365], [1.9004, 1.8610, -0.5241], [0.2976, -0.7476, 1.9956], [-2.1962, -1.8792, -0.7985], [-0.6540, -0.7089, -2.0301], [0.6654, 2.2374, -0.0370], [0.7103, 0.1002, 0.9558], [-1.2201, -1.8154, -1.6090], [2.7347, 2.0804, 0.2235], [2.1083, 2.4707, -1.4357], [1.9488, 0.7534, -0.7296], [-0.4337, -0.2386, 2.6877], [1.1360, -1.0959, 2.6288], [-0.3130, -1.5330, 1.6494], [-0.9923, 1.6361, 1.3488], [-2.7592, -1.0099, -0.5310], [-2.4590, -2.9739, -0.5157], [-0.8975, 0.2248, -1.5894], [0.3970, -0.6779, -2.4258]], "e_tot_ha": -409.47037, "e_homo_ev": [-7.539, -7.776], "homo_lumo_gap_ha": [0.300, 0.311], "e_above_lowest_kj_mol": 418.2, "fmax_ha_per_bohr": 0.084}

***

# 4
{"formula": "C4H11Br2CaF2N2O5S2", "method": "ωB97M-V/def2-TZVPD", "species": ["Ca", "Br", "Br", "N", "S", "O", "O", "F", "S", "O", "O", "F", "C", "C", "C", "O", "C", "N", "H", "H", "H", "H", "H", "H", "H", "H", "H", "H", "H"], "positions_angstrom": [[-7.2256, 19.2350, 3.8089], [-6.3063, 16.6671, 4.8500], [-4.6966, 19.7856, 2.8026], [-9.2402, 18.8325, 2.9351], [-10.8123, 18.5704, 3.6020], [-11.5045, 17.3900, 3.1234], [-11.6771, 19.7323, 3.9056], [-10.2347, 18.0058, 5.0738], [-9.7216, 18.6905, 1.5153], [-10.5639, 19.7006, 0.9741], [-9.6796, 17.4187, 0.8552], [-8.2552, 19.2893, 0.9058], [-7.7596, 22.4773, 7.0949], [-8.1035, 21.8294, 5.7100], [-7.3718, 22.4437, 4.5408], [-7.6505, 21.6601, 3.4097], [-8.9390, 21.9789, 2.8958], [-7.5593, 20.4846, 5.7498], [-6.7167, 22.5848, 7.3931], [-8.2807, 21.9116, 7.8672], [-8.1119, 23.5025, 6.9812], [-9.1500, 21.6901, 5.4389], [-6.2947, 22.3686, 4.6897], [-7.7227, 23.4631, 4.3802], [-9.7582, 21.4432, 3.3755], [-8.8923, 21.5197, 1.9084], [-9.1794, 23.0409, 2.8459], [-8.0742, 20.1751, 6.5617], [-6.6445, 20.4617, 6.1772]], "spin_multiplicity": 2, "s_squared": 0.760, "e_tot_ha": -7466.46829, "e_homo_ev": [-10.732, -9.531], "homo_lumo_gap_ha": [0.386, 0.166], "fmax_ha_per_bohr": 0.215}

***

# 5
{"formula": "C4H11BrClN3O5PS", "method": "ωB97M-V/def2-TZVPD", "species": ["C", "C", "Br", "C", "N", "C", "N", "N", "P", "O", "Cl", "H", "H", "H", "H", "H", "H", "H", "H", "H", "H", "H", "O", "S", "O", "O", "O"], "positions_angstrom": [[1.5839, -0.8024, 0.1385], [0.8775, 0.5012, -0.3721], [0.6442, 0.5063, -2.3673], [-0.4434, 0.8799, 0.3793], [-1.6699, 0.6926, -0.4212], [-2.2535, -0.4641, -0.6056], [-3.4674, -0.5534, -1.3806], [-1.6360, -1.5826, -0.0030], [-2.7694, -2.8799, 0.3561], [-1.7830, -4.1844, 0.8016], [-3.8113, -2.1352, 2.0487], [2.1800, -1.2253, -0.6909], [0.8733, -1.5528, 0.5667], [2.2235, -0.4746, 0.9945], [1.5984, 1.3317, -0.1494], [-0.3836, 1.9541, 0.6691], [-0.5729, 0.3170, 1.3312], [-2.0815, 1.5328, -0.8126], [-3.3280, -0.0763, -2.2741], [-4.1651, 0.0055, -0.8819], [-0.8656, -1.9340, -0.5810], [-0.8484, -3.9215, 0.8048], [5.2898, 2.8633, -0.2747], [4.0268, 2.8150, 0.4904], [2.9062, 3.2821, -0.3639], [4.1272, 3.6897, 1.6789], [3.7484, 1.4152, 0.9183]], "charge": -1, "e_tot_ha": -4473.20113, "e_homo_ev": -2.150, "homo_lumo_gap_ha": 0.074, "fmax_ha_per_bohr": 0.051}

***

# 6
{"formula": "C4H11Cl2NSi", "method": "ωB97M-V/def2-TZVPD", "species": ["C", "C", "C", "C", "N", "Si", "Cl", "Cl", "H", "H", "H", "H", "H", "H", "H", "H", "H", "H", "H"], "positions_angstrom": [[-1.6513, -1.1072, -0.0492], [0.7419, 0.6526, -2.0383], [-1.6752, 0.0275, 1.0237], [-0.5025, -0.0307, 1.8119], [1.7749, 0.1107, -1.2141], [1.8085, 0.4726, 0.4498], [3.3068, -0.6354, 1.3384], [1.8527, 2.4817, 0.8661], [-0.7664, -1.3035, -0.5746], [-1.8328, -2.1086, 0.4765], [-2.4635, -1.0012, -0.6770], [1.1737, 1.1433, -2.9295], [0.1803, -0.3067, -2.2400], [0.1101, 1.3002, -1.4268], [-1.5528, 0.9586, 0.4729], [-2.6085, -0.1158, 1.6330], [-0.0421, -1.0263, 2.0543], [-0.4342, 0.7342, 2.6020], [2.5805, -0.2458, -1.5791]], "e_tot_ha": -1423.65908, "e_homo_ev": -7.899, "homo_lumo_gap_ha": 0.307, "e_above_lowest_kj_mol": 225.1, "fmax_ha_per_bohr": 0.110}